No. 1
DFT (ωB97M-V/def2-TZVPD) results for an isolated ion of composition C26H37FI3NO8PS and charge -1.

Geometry (Å):
C: 3.373 2.889 2.705
C: 1.829 2.930 2.058
I: 0.767 4.278 3.480
C: 1.178 1.386 2.049
C: 0.336 1.073 0.627
C: 1.321 1.224 -0.720
C: 2.904 1.060 -0.549
C: 3.558 -0.372 -0.157
C: 4.281 -0.580 1.337
C: 4.997 -1.958 1.849
C: 5.051 -3.271 0.867
C: 4.398 -3.127 -0.633
C: 3.667 -1.711 -1.143
O: -0.460 2.282 0.557
S: -2.059 2.304 0.911
O: -2.761 3.130 -0.240
O: -2.262 3.250 2.162
C: -2.888 0.597 1.186
C: -4.523 0.625 1.021
O: -5.253 1.723 0.671
O: -5.431 -0.494 1.448
P: -2.820 0.531 3.041
C: -2.811 -1.046 3.996
C: -4.353 1.489 3.787
C: -2.025 -0.377 0.197
C: -2.700 -1.878 0.186
N: -2.438 -2.733 1.416
C: -2.081 0.186 -1.337
I: -1.266 -1.127 -2.951
C: -3.487 0.543 -2.037
C: -4.517 -0.664 -2.390
I: -2.903 1.328 -4.059
C: -0.422 -0.377 0.689
C: 0.465 -1.656 0.101
F: -0.278 -0.801 2.141
H: 4.201 2.961 1.868
H: 3.533 3.783 3.481
H: 3.425 1.896 3.331
H: 1.890 3.366 0.974
H: 1.950 0.557 2.312
H: 0.436 1.451 2.985
H: 1.185 2.322 -1.186
H: 0.944 0.534 -1.620
H: 3.461 1.873 0.126
H: 3.361 1.297 -1.634
H: 4.279 0.336 2.073
H: 5.465 -1.953 2.947
H: 5.551 -4.254 1.294
H: 4.421 -4.060 -1.372
H: 3.194 -1.642 -2.225
H: -2.963 -0.818 5.157
H: -1.829 -1.725 3.960
H: -3.690 -1.779 3.673
H: -4.535 2.489 3.196
H: -4.134 1.660 4.941
H: -5.271 0.765 3.731
H: -2.267 -2.605 -0.660
H: -3.854 -1.899 0.003
H: -3.365 -3.021 1.799
H: -1.883 -3.589 1.198
H: -1.377 1.129 -1.551
H: -4.113 1.425 -1.612
H: -4.156 -1.750 -2.177
H: -4.865 -0.624 -3.519
H: -5.511 -0.474 -1.758
H: 0.913 -1.511 -0.956
H: 1.420 -1.856 0.796
H: -0.099 -2.681 0.110
C: 3.181 -0.748 -4.971
C: 2.781 0.427 -5.803
O: 1.369 0.335 -5.840
C: 0.989 -0.381 -4.741
O: -0.165 -0.508 -4.368
O: 2.069 -0.934 -4.115
H: 4.088 -0.559 -4.392
H: 3.322 -1.655 -5.569
H: 3.061 1.380 -5.341
H: 3.199 0.385 -6.812

## Properties
* HOMO level: -3.9 eV
* charge: -1
* orbital gap: 0.1971 Ha

=====

No. 2
DFT (ωB97M-V/def2-TZVPD) results for a 3-piece molecular cluster, C26H37INO14P overall.

Geometry (Å):
C: -2.675 3.318 -5.128
C: -1.173 3.333 -5.739
O: -0.427 2.269 -5.076
C: 0.756 2.832 -4.472
C: 0.522 3.510 -3.031
O: -0.769 3.176 -2.430
C: -0.443 2.695 -1.090
C: -1.727 2.478 -0.156
O: -1.749 1.218 0.561
C: -1.192 1.328 1.884
C: 0.427 1.363 1.823
C: 1.093 -0.010 1.460
O: 0.270 -1.183 1.239
N: 0.074 -1.723 2.485
O: -0.606 -2.702 2.390
C: 2.628 -0.017 1.341
C: 3.502 1.272 1.575
C: 2.819 2.633 1.969
C: 3.705 3.923 2.253
C: 3.549 4.551 3.719
C: 1.268 2.676 2.067
P: 0.207 4.200 2.460
C: 1.048 5.814 1.955
O: 0.053 4.166 4.199
C: 5.056 1.065 1.380
O: 5.876 1.882 0.905
C: 5.656 -0.387 1.773
I: 7.655 -0.722 2.533
C: 4.843 -1.552 1.587
C: 3.350 -1.419 0.988
O: 2.783 -2.332 0.345
H: -2.740 4.202 -4.384
H: -3.455 3.510 -5.939
H: -2.880 2.374 -4.523
H: -1.164 3.114 -6.858
H: -0.721 4.344 -5.458
H: 1.286 3.592 -5.164
H: 1.509 1.968 -4.335
H: 1.397 3.160 -2.360
H: 0.623 4.662 -3.072
H: 0.111 1.690 -1.248
H: 0.251 3.430 -0.525
H: -1.798 3.316 0.617
H: -2.697 2.515 -0.780
H: -1.443 0.333 2.417
H: -1.640 2.149 2.533
H: 4.837 3.744 2.106
H: 3.435 4.687 1.428
H: 4.169 3.963 4.496
H: 2.481 4.738 4.062
H: 4.057 5.592 3.679
H: 1.648 5.725 0.970
H: 1.666 6.287 2.801
H: 0.207 6.575 1.726
H: -0.688 4.773 4.450
H: 5.194 -2.610 1.805
C: 0.973 -6.695 -3.870
O: -0.028 -6.201 -2.982
C: 0.446 -5.790 -1.793
O: 1.601 -5.809 -1.445
O: -0.592 -5.353 -1.061
C: -0.236 -4.881 0.238
H: 0.479 -6.997 -4.794
H: 1.699 -5.913 -4.106
H: 1.471 -7.568 -3.443
H: 0.441 -4.027 0.166
H: 0.214 -5.682 0.830
H: -1.147 -4.556 0.737
C: -7.075 -6.765 2.519
O: -6.048 -5.780 2.610
C: -5.446 -5.502 1.440
O: -5.703 -6.005 0.375
O: -4.508 -4.568 1.667
C: -3.782 -4.173 0.503
H: -7.489 -6.908 3.518
H: -7.876 -6.427 1.858
H: -6.666 -7.717 2.175
H: -4.452 -3.732 -0.238
H: -3.242 -5.023 0.080
H: -3.055 -3.417 0.802

## Properties
* HOMO level: -8.9 eV
* SMILES: CCOCCOCCOCc1c(ON=O)c2c(c(CC)c1P(C)O)C(=O)C(I)=CC2=O.COC(=O)OC.COC(=O)OC
* orbital gap: 0.2596 Ha

=====

No. 3
DFT (ωB97M-V/def2-TZVPD) results for an isolated ion of composition C26H37N2O4 and charge +1.

Geometry (Å):
C: -7.126 -1.922 -2.281
C: -5.792 -1.359 -1.808
O: -5.510 -1.663 -0.449
C: -5.020 -2.974 -0.201
C: -3.487 -3.043 -0.247
C: -2.849 -2.290 0.918
N: -3.253 -0.897 0.883
C: -2.463 0.111 1.190
O: -1.290 -0.040 1.564
C: -3.076 1.507 1.063
C: -2.735 2.361 2.300
C: -1.440 3.153 2.094
N: -0.541 2.384 1.218
C: 0.883 2.784 1.306
C: 1.744 1.865 0.485
C: 1.955 0.562 0.898
C: 2.735 -0.297 0.140
C: 3.317 0.132 -1.042
O: 4.083 -0.615 -1.862
C: 4.431 -1.930 -1.470
C: 5.291 -1.988 -0.230
C: 6.191 -0.967 0.042
C: 6.988 -1.022 1.171
C: 6.898 -2.102 2.033
C: 6.006 -3.126 1.763
C: 5.202 -3.068 0.638
C: 3.108 1.469 -1.469
O: 3.718 1.806 -2.628
C: 3.606 3.126 -3.101
C: 2.322 2.311 -0.704
C: -1.045 2.416 -0.169
C: -2.567 2.212 -0.203
H: -7.925 -1.579 -1.629
H: -7.325 -1.581 -3.293
H: -7.120 -3.009 -2.279
H: -4.978 -1.713 -2.453
H: -5.819 -0.266 -1.850
H: -5.374 -3.242 0.798
H: -5.444 -3.682 -0.918
H: -3.182 -4.088 -0.200
H: -3.131 -2.628 -1.192
H: -1.758 -2.334 0.873
H: -3.174 -2.732 1.866
H: -4.209 -0.763 0.556
H: -4.160 1.398 0.987
H: -3.549 3.055 2.506
H: -2.635 1.706 3.167
H: -0.949 3.325 3.054
H: -1.635 4.124 1.633
H: -0.642 1.334 1.508
H: 0.982 3.819 0.968
H: 1.175 2.729 2.358
H: 1.518 0.201 1.817
H: 2.899 -1.301 0.494
H: 4.994 -2.318 -2.326
H: 3.530 -2.546 -1.345
H: 6.264 -0.130 -0.638
H: 7.685 -0.224 1.375
H: 7.523 -2.147 2.911
H: 5.935 -3.972 2.430
H: 4.507 -3.869 0.429
H: 2.568 3.383 -3.337
H: 4.199 3.162 -4.012
H: 4.007 3.847 -2.381
H: 2.165 3.333 -1.014
H: -0.531 1.628 -0.723
H: -0.783 3.377 -0.620
H: -2.835 1.634 -1.087
H: -3.075 3.174 -0.275

## Properties
* HOMO level: -10.5 eV
* charge: +1
* SMILES: CCOCCCNC(=O)[C@H]1CC[N@H+](Cc2ccc(OCc3ccccc3)c(OC)c2)CC1
* orbital gap: 0.3139 Ha
* energy above the lowest of the compared OMol25 structures with the same formula, charge and spin: 4.4 kcal/mol